Record 1
13
Properties=species:S:1:pos:R:3:forces:R:3:nbo_charge:R:1 method="wB97M-V/def2-TZVPD" e_tot_ev=-9371.4696 gap_ev=8.64 relative_energy_kcal_mol=129.74 smiles="O=CCC#CCO"
O -1.370392 0.961514 -1.097031 1.8 -1.8 0.6 -0.537
C -1.131489 -0.193875 -0.706205 -4.1 2.4 -1.0 0.396
C -1.382167 -0.443897 0.822020 -0.9 -0.2 -0.8 -0.573
C -0.149328 -0.089211 1.392145 1.2 0.4 1.9 0.067
C 1.017944 0.123373 1.205218 -1.1 1.0 1.2 -0.084
C 1.780577 0.163999 0.004113 -0.4 -5.8 -2.2 -0.031
O 1.898808 1.183748 -0.823623 -1.8 3.4 -0.4 -0.664
H -1.399453 -0.957228 -1.456118 1.0 -0.5 0.2 0.155
H -2.175498 0.272383 1.073079 0.0 -0.4 -0.1 0.265
H -1.704161 -1.469194 0.993120 0.0 0.0 0.1 0.243
H 2.687343 -0.439756 0.047413 0.3 0.4 0.0 0.204
H 0.959771 -0.698609 -0.594250 2.2 1.5 0.7 0.071
H 0.968049 1.586758 -0.859882 1.9 -0.4 -0.2 0.488



Record 2
9
Properties=species:S:1:pos:R:3:forces:R:3:nbo_charge:R:1 method="wB97M-V/def2-TZVPD" e_tot_ev=-15043.5181 gap_ev=8.22 relative_energy_kcal_mol=95.96
C 0.933993 -1.293111 -2.767301 -5.0 0.8 1.5 -0.702
C 0.382338 -0.644785 -1.412752 0.9 -1.2 -0.9 0.068
C 0.033761 -0.377757 -0.272899 1.8 0.3 0.0 -0.141
C 0.219245 0.079141 1.126546 -0.1 -2.3 -1.9 -0.351
H 2.060602 -1.063126 -2.821899 -2.2 -0.4 -0.8 0.273
H -0.100057 -0.993733 -3.575750 4.2 -0.3 1.7 0.257
H 0.582687 -2.365134 -2.609851 1.5 1.0 -0.3 0.251
H 1.053021 -0.575132 1.601596 -1.4 1.6 -0.2 0.230
S -0.813267 1.151012 1.710272 0.3 0.4 0.9 0.115



Record 3
17
Properties=species:S:1:pos:R:3:forces:R:3:nbo_charge:R:1 method="wB97M-V/def2-TZVPD" e_tot_ev=-47420.7477 gap_ev=9.46 relative_energy_kcal_mol=47.14
H 0.680966 1.524202 0.339606 -0.2 -0.2 -0.1 0.403
N 1.695755 1.471398 0.402906 0.5 -0.1 0.0 -0.575
C 2.215807 0.413823 0.066554 -3.1 -1.5 -0.8 0.493
O 1.335980 -0.847247 -0.453007 2.1 1.6 0.9 -0.523
C 0.077829 -0.581557 -0.475117 -0.4 0.8 -0.1 0.296
C -1.039394 -0.132750 -0.543228 0.5 -0.4 0.1 -0.136
C -2.456986 0.177047 -0.542815 -0.4 0.1 0.1 -0.465
C -3.227789 -0.657240 0.483490 0.0 0.2 0.0 -0.586
C 3.655174 0.069251 0.075067 1.2 -0.3 0.0 -0.182
Cl 4.515379 1.256529 -0.935642 -0.1 -0.1 0.0 0.059
Cl 4.242395 0.205312 1.751772 -0.1 0.0 -0.1 0.058
Cl 3.992881 -1.556851 -0.524703 0.1 0.2 0.0 0.081
H -2.568589 1.241314 -0.313144 -0.1 -0.1 -0.1 0.225
H -2.867261 0.005585 -1.543333 0.0 0.1 0.1 0.226
H -4.266241 -0.333116 0.528710 -0.1 0.0 0.0 0.207
H -2.784278 -0.547012 1.471488 0.0 0.0 0.0 0.210
H -3.201620 -1.708681 0.211394 0.0 -0.1 0.0 0.210



Record 4
47
Properties=species:S:1:pos:R:3:forces:R:3:nbo_charge:R:1 method="wB97M-V/def2-TZVPD" total_charge=+1 e_tot_ev=-128372.0499 gap_ev="8.06 / 7.90" multiplicity=4 relative_energy_kcal_mol=3.58 s_squared=3.81
Cr 0.695919 -0.439468 -0.199747 0.7 -0.6 -0.6 1.059
Cl -1.603681 -2.029268 2.350753 -0.4 -0.3 0.3 0.057
C -0.483081 -0.805868 2.776453 0.2 0.2 -0.2 -0.096
C 0.350219 -0.291968 1.787253 -0.1 0.3 0.8 -0.252
C 1.241519 0.681232 2.216253 -0.8 -0.6 0.5 -0.119
Cl 2.271319 1.233032 0.943453 0.9 0.6 -0.5 0.091
C 1.341919 1.181232 3.500753 -0.1 0.0 0.3 -0.083
Cl 2.489519 2.383332 3.924753 0.0 0.0 -0.1 0.079
C 0.474919 0.646432 4.458953 0.1 0.0 -0.1 -0.074
Cl 0.537619 1.197032 6.079053 0.1 0.1 0.0 0.093
C -0.426981 -0.357868 4.098853 0.0 0.0 0.0 -0.069
Cl -1.439281 -1.042168 5.301253 -0.1 0.0 -0.1 0.086
N 1.654519 -0.460868 -2.239547 -0.2 0.3 0.2 -0.838
C 2.716819 -1.479768 -2.263347 0.5 -0.2 0.3 -0.229
C 3.355419 -1.575668 -0.878247 0.3 -0.1 -0.6 -0.233
N 2.299019 -1.832868 0.112153 -0.1 -0.2 0.2 -0.807
H 0.984219 -0.649768 -2.980247 -0.1 0.1 0.1 0.412
H 2.055819 0.452932 -2.447347 -0.1 -0.1 0.0 0.393
H 3.495919 -1.240668 -2.995547 -0.2 -0.1 0.0 0.220
H 2.278219 -2.446868 -2.524147 0.0 0.1 0.0 0.212
H 3.846619 -0.629068 -0.630047 -0.1 -0.1 0.0 0.207
H 4.117619 -2.365668 -0.881147 -0.1 0.2 0.0 0.222
H 2.700619 -1.790568 1.050253 -0.3 0.0 -0.1 0.413
H 1.962419 -2.790768 -0.011447 0.0 0.2 0.1 0.401
S -3.249181 1.454632 -0.846347 0.5 0.0 0.0 0.492
C -2.093181 2.759432 -0.924247 0.3 -0.3 0.1 -0.233
C -2.335681 4.112432 -1.094147 0.0 0.0 0.1 -0.184
C -1.249881 4.956732 -1.222647 -0.1 0.0 0.0 -0.195
C 0.050819 4.456932 -1.204847 0.0 -0.1 0.0 -0.187
C 0.294819 3.114932 -1.007347 -0.1 -0.1 0.0 -0.236
C -0.784581 2.246832 -0.843247 -0.3 1.0 -0.2 0.184
N -0.734081 0.883632 -0.693547 -0.6 -0.2 -0.1 -0.549
C -1.938681 0.339632 -0.734647 0.1 0.8 -0.1 0.151
C -2.030781 -1.086768 -0.732247 0.0 -0.8 0.0 -0.180
C -3.236881 -1.780868 -0.834047 0.3 0.3 0.0 -0.148
C -3.221281 -3.159668 -0.808247 0.0 0.0 0.1 -0.205
C -2.009181 -3.823468 -0.673147 -0.1 0.0 0.0 -0.182
C -0.818581 -3.117568 -0.579247 0.3 0.0 -0.2 -0.179
C -0.780381 -1.730768 -0.611047 -0.5 -0.2 0.0 -0.252
H -3.348381 4.482332 -1.126747 -0.1 0.1 0.0 0.235
H -1.407981 6.013132 -1.363747 -0.1 0.1 0.0 0.233
H 0.884319 5.126532 -1.353847 0.0 0.1 0.0 0.229
H 1.305119 2.739732 -1.006947 0.1 0.0 0.0 0.205
H -4.165781 -1.236668 -0.932747 -0.1 0.0 0.0 0.222
H -4.145481 -3.711368 -0.884847 0.0 -0.1 0.0 0.232
H -1.996681 -4.900568 -0.616247 0.0 -0.1 -0.1 0.226
H 0.094419 -3.685268 -0.455247 0.1 -0.1 0.0 0.176



Record 5
8
Properties=species:S:1:pos:R:3:forces:R:3:nbo_charge:R:1 method="wB97M-V/def2-TZVPD" e_tot_ev=-9072.0858 gap_ev=8.24 relative_energy_kcal_mol=97.14
N 1.546753 0.003996 -0.095940 0.4 -0.1 -0.6 -0.876
C 0.282391 -0.046564 -0.364627 0.2 0.0 -0.1 0.441
N -0.694997 -0.182225 -1.283207 0.5 0.0 0.2 -0.231
O -1.864898 -0.085972 -0.509433 -0.1 0.0 0.3 -0.095
N -1.635758 0.090892 0.768926 0.7 0.0 0.1 0.226
N -0.370253 0.112977 0.853848 0.0 0.0 -0.2 -0.336
H 2.228905 -0.092535 -0.819227 0.0 -0.1 -0.6 0.373
H 0.507856 0.199431 1.449663 -1.6 0.1 1.0 0.497



Record 6
84
Properties=species:S:1:pos:R:3:forces:R:3:lowdin_spin:R:1 method="wB97M-V/def2-TZVPD" total_charge=+1 e_tot_ev=-163239.3061 gap_ev="5.71 / 5.25" multiplicity=5 s_squared=6.03
Co 3.400721 -1.142265 0.456948 -5.4 4.8 0.8 1.857
C 0.019520 3.555820 -0.114641 -0.4 -0.1 0.0 0.286
C 0.331125 3.297014 -1.480476 -0.5 -0.1 0.1 0.273
C -1.847791 2.631268 -1.109099 0.0 -0.4 -0.3 0.333
C -1.319884 3.117274 0.123750 0.7 -0.1 0.3 0.312
C -0.827892 2.748479 -2.105104 0.3 -0.1 0.3 0.278
C 0.929687 4.192732 0.876660 0.2 0.2 0.2 0.037
H 1.985836 4.091543 0.580429 -0.4 0.0 0.1 0.002
H 0.814490 3.778223 1.893112 -0.1 0.2 -0.4 0.005
H 0.722887 5.275312 0.945164 0.0 -0.3 0.0 0.016
C -2.029001 3.082212 1.420617 -0.3 0.2 0.4 0.033
H -1.376511 3.399127 2.243317 -0.2 -0.1 -0.2 0.000
H -2.417454 2.072035 1.644377 0.1 0.3 -0.2 0.010
H -2.899817 3.754739 1.412165 0.1 -0.1 0.0 0.013
C -3.193093 2.030368 -1.224931 -0.3 0.1 -0.2 0.047
H -3.957924 2.750776 -0.901916 0.1 -0.1 0.0 0.015
H -3.299916 1.152905 -0.560466 0.2 0.3 -0.1 0.016
H -3.445085 1.725150 -2.244804 0.1 0.1 0.1 0.000
C -0.927005 2.390644 -3.542441 -0.1 0.0 -0.5 0.026
H -1.228192 3.265591 -4.137821 0.1 -0.1 0.1 0.012
H -1.666373 1.604625 -3.740487 0.2 0.2 0.2 0.002
H 0.038467 2.059609 -3.948696 -0.2 0.1 0.2 0.003
C 1.653587 3.526863 -2.118728 0.3 -0.1 -0.1 0.038
H 1.719137 4.523078 -2.579181 -0.1 -0.2 0.1 0.016
H 1.854894 2.793354 -2.909723 -0.1 0.2 0.1 0.004
H 2.468329 3.456766 -1.384809 -0.2 0.1 -0.2 0.003
C 4.179304 -2.298187 1.618975 3.5 -0.4 1.9 0.006
C 4.986727 -1.100684 1.409120 1.4 -2.3 2.1 0.028
C 6.126754 -1.015899 0.426214 0.2 0.4 -0.6 -0.001
C 5.723581 -1.513391 -0.998300 0.0 0.3 0.1 -0.003
C 4.222225 -1.346556 -1.188238 0.2 -1.7 -3.0 0.006
C 3.225278 -2.347730 -0.938276 1.7 -0.7 -3.6 0.028
C 3.565331 -3.723305 -0.434749 -0.4 -0.1 0.5 0.000
C 4.370799 -3.626892 0.905575 -0.4 -0.9 0.2 -0.003
H 7.012138 -1.568167 0.769675 -0.2 0.1 0.1 -0.002
H 6.059096 -2.546543 -1.186670 -0.3 0.3 0.1 -0.001
H 6.414526 0.051648 0.338090 0.0 -0.6 0.2 0.000
H 5.427346 -3.906848 0.751128 -0.4 0.4 0.1 -0.001
H 3.707768 -2.394543 2.605860 -0.2 0.4 -0.4 0.007
H 5.030922 -0.359672 2.227971 -0.4 -0.4 -0.4 0.008
H 3.917401 -4.379225 1.575510 0.5 0.2 -0.3 0.000
H 2.618473 -4.261901 -0.253557 0.4 0.2 0.0 0.000
H 2.311765 -2.255914 -1.535864 0.1 0.2 0.5 0.008
H 4.099080 -4.320668 -1.189820 0.0 0.3 0.2 -0.001
H 6.224193 -0.858394 -1.729396 -0.1 -0.4 0.2 0.000
H 3.943730 -0.564498 -1.931762 -0.1 -0.3 0.8 0.007
P -0.144914 0.361562 1.089724 1.2 0.2 0.1 0.060
P -0.988787 -0.540733 -1.814734 0.7 -0.6 0.9 0.074
C 0.291037 -1.392074 0.661891 -0.4 -0.2 0.1 0.019
C -0.433312 -1.874560 -0.584702 -0.2 -0.2 -0.4 0.009
H 0.028668 -2.000809 1.540161 0.1 -0.1 -0.3 0.002
H 1.411985 -1.495644 0.512799 -1.0 0.0 0.2 0.006
H 0.248893 -2.536772 -1.131341 -0.3 -0.2 0.0 0.002
H -1.341722 -2.424749 -0.275934 0.4 0.3 -0.2 0.000
C -2.425647 -1.370978 -2.579538 -0.1 0.1 0.0 0.016
H -2.929351 -0.652444 -3.249362 0.1 -0.4 0.1 0.001
H -3.126252 -1.659590 -1.776931 0.4 0.1 -0.4 0.000
H -2.086208 -2.255810 -3.134885 -0.3 0.2 0.1 0.003
C 0.334059 -0.912503 -3.040590 -0.1 0.1 -0.4 0.007
H 0.333683 -1.996096 -3.206706 0.1 0.2 -0.2 0.002
H 1.313906 -0.605557 -2.647954 -0.2 0.0 -0.1 0.000
H 0.153133 -0.398239 -3.992198 0.1 -0.1 0.1 0.000
C -0.066534 0.272078 2.929443 -0.1 0.0 0.1 0.011
H 0.168997 1.267305 3.336691 -0.1 -0.3 -0.1 0.000
H 0.740283 -0.427897 3.186317 -0.2 0.2 0.2 0.002
H -1.016122 -0.076844 3.359942 0.3 0.1 -0.2 0.000
C 1.673320 0.859079 0.927658 0.1 0.1 0.3 0.029
H 1.912927 1.008573 -0.132739 0.1 0.1 0.0 0.006
H 2.375277 0.067748 1.363052 -0.8 1.1 0.4 0.008
H 1.818936 1.790846 1.486017 0.4 -0.2 -0.2 0.001
Br -5.570495 -0.945738 -0.975893 -0.2 0.0 -0.1 0.001
C -5.799797 -1.000390 0.897136 -0.5 0.0 1.4 0.000
C -7.100139 -0.930275 1.425920 0.7 0.1 0.2 0.000
C -7.280023 -0.854067 2.813099 0.2 -0.1 -0.2 0.000
C -6.173028 -0.869711 3.668490 0.1 0.0 -0.2 0.000
C -4.883792 -0.970620 3.139609 -0.4 -0.1 -0.1 0.000
C -4.697705 -1.063851 1.757981 -0.1 0.2 -0.4 0.001
C -3.296964 -1.206476 1.197142 0.2 0.0 0.0 0.001
O -2.591422 -0.133956 1.221800 -0.2 -0.9 -0.1 0.014
O -2.970503 -2.332069 0.780256 -0.2 0.7 0.3 0.001
H -7.945919 -0.924930 0.754202 -0.1 0.1 0.0 0.000
H -8.293141 -0.783775 3.216993 0.4 0.0 -0.1 0.000
H -6.308044 -0.802041 4.748716 0.0 0.0 -0.3 0.000
H -4.004463 -0.983866 3.793768 -0.4 0.0 -0.3 0.000